C35H73BrCl2N4SSbSiTi | the ωB97M-V functional and the def2-TZVPD basis

Output
Spin multiplicity ... 2
Kohn-Sham gap (alpha / beta) ... 7.13 / 7.51 eV
Total charge ... +2

XYZ file:
```
119
Properties=species:S:1:pos:R:3:forces:R:3:mulliken_spin:R:1
Ti -0.273431 0.050238 -0.873377 0.49 -0.76 -0.29 1.010
C -0.424710 1.900550 -4.256741 0.03 -0.25 0.24 -0.007
C -1.737904 1.980951 -3.455029 0.40 0.19 -0.56 0.010
N -1.732826 1.214169 -2.196100 0.00 -0.23 0.58 -0.003
C -3.104702 1.058732 -1.701791 -0.45 0.04 0.42 -0.017
C -3.120286 0.278863 -0.382869 -0.72 -0.06 -0.41 0.060
N -1.950498 0.646669 0.426784 -0.38 -0.39 0.33 -0.017
C -2.122354 1.940401 1.124179 0.05 0.82 0.07 0.006
C -1.389335 3.119538 0.493279 0.26 -0.32 0.24 -0.004
C 0.127077 2.981608 0.636616 -0.66 0.55 0.18 0.014
N 0.697334 1.708755 0.138340 0.26 -0.11 0.36 0.005
C 1.957219 1.943541 -0.592902 0.63 0.10 -0.51 0.019
C 1.624659 2.032645 -2.078566 0.30 0.32 0.42 0.001
N 0.915437 0.802726 -2.448023 0.75 0.02 -0.53 -0.032
C 0.502070 0.753226 -3.855600 -0.31 0.11 -0.57 0.022
H 0.118834 2.842603 -4.190067 -0.03 0.00 -0.07 0.000
H -0.673913 1.759588 -5.308343 0.05 0.07 -0.02 0.000
H -2.552382 1.605267 -4.074294 -0.01 -0.05 0.20 0.001
H -1.970637 3.034471 -3.250235 -0.08 -0.16 0.06 0.000
H -1.229774 1.789996 -1.513611 -0.49 0.79 -0.23 -0.010
H -3.682850 0.514086 -2.453924 0.09 0.07 0.06 -0.003
H -3.586979 2.039907 -1.568557 0.09 -0.13 -0.08 -0.001
H -3.096278 -0.802279 -0.576715 0.07 0.28 0.12 -0.009
H -4.059981 0.489923 0.146088 0.18 -0.05 -0.03 0.009
H -1.879630 -0.034495 1.181250 -0.13 0.10 -0.04 0.004
H -1.726088 1.826636 2.134598 -0.11 -0.09 0.03 0.011
H -3.186970 2.178150 1.200328 0.03 -0.15 0.04 0.000
H -1.675513 4.015322 1.048387 -0.04 0.01 -0.07 -0.001
H -1.690139 3.303334 -0.541332 -0.05 0.03 -0.04 -0.004
H 0.370131 3.077193 1.698402 0.11 0.02 -0.07 0.001
H 0.591102 3.817557 0.110453 0.12 -0.14 0.02 0.000
H 0.893500 1.134721 0.970865 0.22 0.24 -0.06 -0.008
H 2.652783 1.118049 -0.420038 -0.21 0.20 0.02 0.006
H 2.451344 2.860115 -0.254790 -0.07 -0.12 0.00 0.004
H 2.538466 2.162736 -2.674028 -0.19 0.06 0.06 -0.002
H 0.968550 2.891906 -2.251545 0.09 -0.03 -0.05 -0.002
H 1.570147 0.016181 -2.299395 -0.12 0.33 -0.20 0.013
H 0.011285 -0.214310 -4.019871 0.15 0.19 -0.02 -0.009
H 1.388947 0.803905 -4.501753 -0.11 -0.12 0.11 0.004
Cl 0.663440 -4.363179 0.748817 0.06 -0.23 0.32 0.000
C 0.307054 -3.141914 1.965520 0.57 -0.39 -0.06 0.000
Cl -0.811048 -1.937122 1.314214 -0.93 0.06 0.70 0.001
H 1.218363 -2.608490 2.227252 -0.06 -0.11 0.02 0.001
H -0.169676 -3.621110 2.819863 0.04 0.22 -0.13 0.000
C 2.689883 1.527634 7.619400 -0.13 0.04 0.01 0.000
C 2.452434 0.969960 6.213803 -0.23 -0.07 -0.09 0.000
C 3.206568 1.841710 5.201125 -0.23 0.05 -0.03 0.000
C 3.086691 -0.423701 6.132566 -0.24 -0.01 0.02 0.000
Si 0.537666 0.902891 5.900668 0.00 0.09 0.00 0.000
Br 0.437392 0.640210 3.621834 0.02 -0.19 -0.76 0.000
C -0.431989 2.574400 6.103588 0.17 -0.15 -0.04 0.000
C -0.860666 2.714608 7.564925 0.02 -0.14 0.07 0.000
C -1.680674 2.666929 5.217542 0.06 -0.23 0.02 0.000
C 0.437456 3.783310 5.742504 0.16 -0.20 0.03 0.000
C -0.375256 -0.687049 6.539679 0.07 0.17 -0.16 0.000
C -1.893314 -0.598688 6.346881 0.10 0.24 -0.07 0.000
C 0.074988 -1.965100 5.819484 0.17 0.15 -0.05 0.000
C -0.085860 -0.839704 8.035319 0.13 0.08 -0.01 0.000
H 3.754029 1.505889 7.848402 0.15 0.00 0.03 0.000
H 2.179013 0.938345 8.376870 -0.04 -0.03 0.17 0.000
H 2.356256 2.559127 7.704623 -0.01 0.10 0.08 0.000
H 4.264419 1.846673 5.459204 0.14 -0.02 0.10 0.000
H 2.870015 2.872848 5.202816 -0.03 0.13 -0.05 0.000
H 3.121943 1.451039 4.187220 -0.03 -0.01 -0.05 0.000
H 4.163490 -0.336761 6.270678 0.14 0.07 0.04 0.000
H 2.920499 -0.888440 5.160261 -0.04 -0.08 -0.06 0.000
H 2.716873 -1.084230 6.911802 -0.01 -0.14 0.03 0.000
H -1.587830 1.957028 7.846453 -0.06 -0.05 0.10 0.000
H -1.325002 3.687235 7.721041 -0.05 0.13 0.03 0.000
H -0.010937 2.642779 8.240139 0.07 0.01 0.17 0.000
H -2.345401 1.817718 5.333850 -0.13 -0.11 -0.02 0.000
H -1.413396 2.753168 4.165787 0.04 -0.01 -0.09 0.000
H -2.240991 3.561076 5.482867 -0.06 0.17 0.10 0.000
H 1.290996 3.879814 6.407351 0.13 0.08 0.01 0.000
H -0.151610 4.694357 5.838197 -0.12 0.10 0.04 0.000
H 0.797254 3.730483 4.714735 0.07 0.00 -0.08 0.000
H -2.160969 -0.511675 5.292624 -0.04 0.04 -0.06 0.000
H -2.326038 0.235992 6.890147 -0.12 0.08 0.02 0.000
H -2.357226 -1.507062 6.729838 -0.01 -0.12 0.05 0.000
H -0.105102 -1.905883 4.746429 -0.02 0.02 -0.08 0.000
H -0.496669 -2.810041 6.199455 -0.11 -0.09 0.13 0.000
H 1.124301 -2.184434 5.980961 0.14 -0.06 -0.03 0.000
H -0.400154 0.037249 8.597066 -0.01 0.07 0.14 0.000
H 0.972573 -1.010369 8.222511 0.06 0.00 0.09 0.000
H -0.628103 -1.697141 8.430520 -0.09 -0.11 0.05 0.000
S 1.540616 -1.493301 -0.664899 0.20 -0.54 -0.08 -0.046
C 3.201949 -1.100576 -0.195843 -0.14 0.07 0.05 -0.006
C 3.479508 -0.585617 1.065427 0.01 -0.05 -0.09 0.010
C 4.794327 -0.353529 1.427116 0.01 0.06 0.14 0.002
C 5.825752 -0.640254 0.547591 0.05 -0.01 -0.01 -0.003
C 5.543077 -1.181832 -0.695849 0.12 0.04 0.04 0.001
C 4.233589 -1.409554 -1.074192 -0.16 0.02 -0.04 -0.004
H 2.663313 -0.373166 1.745642 0.02 0.00 0.13 -0.006
H 5.012939 0.038626 2.406938 0.05 0.10 0.15 0.000
H 6.848337 -0.449949 0.831635 0.11 -0.02 0.06 0.000
H 6.345192 -1.437697 -1.368973 0.11 0.00 -0.10 0.000
H 4.005682 -1.840543 -2.038551 -0.01 -0.04 -0.07 0.000
C 0.851535 -3.229350 -4.210884 -0.05 -0.03 0.02 0.002
C 0.164479 -3.728990 -2.955676 -0.18 0.39 0.20 0.002
Sb -1.296721 -2.355490 -2.111608 -0.44 -1.72 -0.80 -0.026
C -2.320468 -3.909241 -0.935612 0.08 0.44 -0.08 0.003
C -3.614132 -4.411479 -1.540956 0.04 0.03 -0.05 -0.001
C -2.701527 -2.377303 -3.797491 0.30 0.24 0.43 -0.002
C -2.416028 -1.353924 -4.878322 -0.04 -0.08 -0.02 0.000
H 1.543246 -3.989808 -4.570994 0.08 0.04 -0.09 0.000
H 1.423118 -2.320994 -4.012656 0.03 0.05 -0.07 0.000
H 0.131640 -3.038906 -5.005519 0.06 0.07 -0.10 0.000
H 0.897346 -3.915004 -2.173359 -0.07 -0.05 0.10 0.000
H -0.382237 -4.649949 -3.156440 -0.10 -0.02 0.09 -0.001
H -2.504398 -3.530980 0.068796 0.14 -0.06 -0.05 0.001
H -1.598955 -4.722962 -0.876117 0.09 0.14 0.09 0.000
H -4.363399 -3.626093 -1.604592 -0.15 0.00 -0.04 0.000
H -4.008340 -5.203602 -0.907480 -0.12 -0.07 -0.01 0.000
H -3.456732 -4.825319 -2.532630 -0.10 -0.07 -0.11 0.000
H -3.695273 -2.212588 -3.381944 -0.02 -0.09 0.07 0.000
H -2.673861 -3.382563 -4.210505 0.00 -0.12 0.12 -0.001
H -1.511730 -1.596790 -5.430928 0.10 0.09 -0.06 0.000
H -2.307603 -0.363505 -4.447756 0.04 0.16 -0.08 0.001
H -3.238320 -1.325939 -5.590276 -0.03 0.05 -0.12 0.000
```
Positions in Å, forces in eV/Å.

***

C41H45LaN3O3P2S | the ωB97M-V functional and the def2-TZVPD basis

Output
Kohn-Sham gap ... 7.02 eV
Total charge ... +3

XYZ file:
```
96
Properties=species:S:1:pos:R:3:forces:R:3:mulliken_charge:R:1
La -16.034278 7.800952 13.469748 -0.49 -1.19 -2.36 2.084
C -17.023093 5.017360 11.699701 0.34 -0.36 -0.56 -1.339
N -15.780987 5.720863 11.233784 -0.40 1.12 1.63 1.185
C -14.515484 5.194264 11.853503 -0.95 -0.15 0.47 -1.311
P -13.447639 6.568121 12.516834 0.77 -0.65 -0.93 1.160
C -12.665614 7.092231 10.967749 0.86 0.84 0.01 0.360
C -12.989792 8.364389 10.475372 0.38 -0.90 -0.20 -0.154
C -12.399543 8.825678 9.310963 0.61 0.43 -1.10 -0.437
C -11.426386 8.060548 8.631255 -0.44 -0.51 0.27 -0.662
C -11.058090 6.807755 9.173116 0.08 0.18 -0.51 -0.676
C -11.627742 6.343028 10.349114 -1.07 0.23 0.28 -0.473
C -12.032420 5.786262 13.348347 1.42 0.47 0.91 0.254
C -10.778994 6.465977 13.335469 -0.59 -0.21 -0.13 -0.701
C -9.682057 5.963268 14.037045 0.24 0.09 -0.40 -0.737
C -9.759213 4.757233 14.711760 -1.34 -0.28 0.18 -0.664
C -11.001103 4.101271 14.766340 0.63 -0.51 0.39 -0.535
C -12.095627 4.620283 14.121696 -1.51 0.29 -0.94 -0.292
C -15.711094 5.860423 9.804030 0.85 -0.74 -1.54 -0.308
C -15.900463 7.051693 9.088157 -0.20 -0.29 1.03 0.238
C -15.744952 7.058184 7.701036 0.04 0.03 -0.21 -1.017
C -15.398173 5.914852 6.998239 -0.32 -0.63 -0.21 -0.639
C -15.199953 4.728756 7.721609 0.31 -0.78 -1.02 -0.928
C -15.339970 4.681706 9.084600 -0.67 1.37 0.87 -0.383
P -18.388311 6.183497 12.263970 0.49 -1.39 -0.01 0.562
C -19.166601 6.591192 10.714171 -0.01 0.19 0.19 1.113
C -19.501525 5.658760 9.742076 -0.03 -0.20 -0.65 -0.432
C -20.095167 6.088718 8.555936 0.33 -0.03 -0.25 -0.867
C -20.291546 7.443993 8.293127 -0.04 0.61 0.94 -0.741
C -19.959913 8.374372 9.311493 -0.63 0.13 -0.25 -0.506
C -19.453432 7.934037 10.524507 0.34 0.16 -0.47 -0.796
C -19.487947 4.988893 13.077775 -0.41 0.61 -0.27 0.559
C -20.453811 4.264121 12.366912 0.38 0.07 0.70 -0.530
C -21.284483 3.403282 13.057242 -0.54 -0.62 -0.08 -0.681
C -21.229968 3.266549 14.454046 0.11 0.27 -0.12 -0.575
C -20.303432 4.051595 15.161427 -0.74 -0.33 -0.58 -0.637
C -19.468043 4.909506 14.454629 0.28 -0.21 1.14 -0.191
H -16.732248 4.388735 12.541288 -0.31 -0.04 0.13 0.773
H -17.401375 4.340830 10.891175 0.22 0.49 0.68 0.536
H -13.995714 4.654483 11.087341 0.70 -0.39 -0.12 0.540
H -14.752281 4.509108 12.686883 0.00 0.21 -0.40 0.568
H -13.723270 8.967208 11.002747 -0.10 0.11 -0.05 0.083
H -12.695948 9.796625 8.888694 0.18 -0.46 0.24 0.376
H -10.992822 8.369889 7.656297 -0.39 -0.04 0.96 0.395
H -10.345008 6.157401 8.644640 -0.24 0.52 0.31 0.414
H -11.315800 5.391919 10.794361 -0.11 0.34 -0.32 0.472
H -10.638366 7.341986 12.700623 -0.08 -0.09 0.31 0.468
H -8.716602 6.470476 14.001542 -0.36 0.01 -0.11 0.461
H -8.908128 4.323650 15.202335 0.26 -0.01 0.10 0.478
H -11.145128 3.151320 15.296005 0.35 0.44 -0.19 0.434
H -13.053957 4.088318 14.112238 0.43 -0.02 0.37 0.250
H -16.225224 7.975503 9.618082 0.32 -0.69 -0.39 0.197
H -15.889907 7.975252 7.154313 -0.14 0.19 -0.02 0.541
H -15.385871 5.868576 5.884279 0.23 0.32 1.11 0.430
H -14.926326 3.794583 7.194267 -0.24 0.72 0.27 0.432
H -15.226919 3.756684 9.642755 0.09 -0.01 -0.22 0.561
H -19.321285 4.583723 9.866321 0.07 0.59 -0.08 0.387
H -20.346970 5.343867 7.804577 -0.05 0.18 0.11 0.423
H -20.758875 7.766669 7.355483 0.32 -0.09 0.44 0.449
H -20.166154 9.449832 9.259959 0.01 -0.50 -0.54 0.433
H -19.217013 8.634941 11.330916 -0.21 -0.04 -0.29 0.371
H -20.573128 4.393315 11.310537 -0.14 -0.14 -0.09 0.441
H -22.002327 2.823251 12.457600 0.26 0.27 0.54 0.407
H -21.948387 2.592699 14.948637 0.58 0.44 -0.17 0.391
H -20.259841 4.071166 16.243695 -0.06 -0.22 -0.08 0.483
H -18.805119 5.505054 15.080018 0.10 0.08 -0.36 -0.022
N -14.185706 12.722141 14.741230 0.67 -0.47 0.67 -0.258
C -15.318789 12.246578 13.887089 -0.11 1.10 -0.07 -0.958
C -15.293952 10.741877 13.725727 -0.21 0.60 -0.16 -0.438
N -16.272389 10.280682 12.736366 -0.12 0.42 -0.51 -0.681
H -14.267960 13.725764 14.879876 0.04 0.38 0.20 0.400
H -13.244366 12.556129 14.353056 -0.33 0.01 -0.09 0.356
H -14.194782 12.269429 15.673676 -0.04 0.35 -0.31 0.350
H -15.230655 12.815542 12.943952 -0.08 -0.54 0.24 0.427
H -16.211874 12.619810 14.408567 0.05 -0.35 -0.28 0.442
H -15.497800 10.271010 14.689979 -0.10 0.03 0.22 0.430
H -14.298751 10.433367 13.424226 0.31 -0.18 -0.26 0.413
H -15.960601 10.437908 11.772429 -0.07 0.13 0.32 0.297
H -17.177286 10.744735 12.832498 0.14 -0.08 0.06 0.297
C -10.981719 6.563875 19.085040 -0.14 0.22 -0.34 -1.521
C -12.280118 6.652713 18.321577 0.23 -0.59 0.62 0.920
C -12.474342 7.602817 17.313096 0.98 -0.15 0.44 -0.819
C -13.695655 7.738470 16.713042 -0.17 -0.33 -0.01 -0.451
C -14.663398 6.830598 17.085407 -1.16 -0.41 -0.19 0.385
C -14.507959 5.815966 18.022893 -0.31 0.16 0.38 -0.757
C -13.299457 5.759344 18.690786 -0.09 0.03 -0.29 -0.758
S -16.170920 6.875444 16.217309 -0.61 -1.21 2.46 1.576
O -15.890166 6.075519 14.940973 -0.68 0.13 0.88 -0.640
O -17.271356 6.405382 17.033537 1.42 0.62 -1.64 -0.611
O -16.281960 8.310975 15.741807 -0.46 -0.11 -0.29 -0.734
H -10.338189 7.417756 18.857199 0.02 -0.23 0.13 0.376
H -10.462995 5.631711 18.855054 0.06 0.08 -0.07 0.336
H -11.202800 6.542587 20.150250 0.11 0.11 0.07 0.415
H -11.610951 8.193076 17.027367 -0.18 0.24 0.05 0.349
H -13.962927 8.509355 16.000511 0.40 0.03 -0.02 0.411
H -15.353962 5.167897 18.293329 0.49 0.29 -0.26 0.525
H -13.171412 5.010453 19.481564 0.18 0.44 -0.32 0.447
```
Positions in Å, forces in eV/Å.

***

C20H15Cl2FeN5S3 | the ωB97M-V functional and the def2-TZVPD basis

Output
Kohn-Sham gap (alpha / beta) ... 6.38 / 6.36 eV
Total charge ... 0

XYZ file:
```
46
Properties=species:S:1:pos:R:3:forces:R:3:nbo_charge:R:1
Fe 0.186277 -0.004848 0.062727 -0.15 0.33 -0.58 0.583
C -2.799615 -4.725255 -0.180136 -0.07 0.04 -0.15 -0.737
S -1.119508 -4.365367 -0.739819 0.11 -0.05 0.18 0.279
C -0.957192 -2.694579 -0.205305 0.04 0.06 -0.02 -0.088
S 0.508275 -2.227217 0.575530 0.02 -0.19 0.13 -0.104
N -1.961475 -1.886136 -0.402139 -0.15 -0.25 -0.03 -0.410
N -1.630516 -0.675545 0.154565 -0.03 0.20 -0.13 -0.205
C -2.445755 -0.140640 0.983561 -0.15 -0.28 0.01 0.002
C -1.846341 0.874812 1.825042 0.20 0.27 0.16 0.142
C -2.531435 1.629731 2.768609 -0.07 -0.07 -0.07 -0.225
C -1.821564 2.509605 3.561947 0.07 0.05 0.05 -0.151
C -0.447566 2.609368 3.394201 -0.06 0.01 0.03 -0.244
C 0.168513 1.826647 2.435196 0.04 -0.01 -0.07 0.078
N -0.508681 0.974266 1.663599 0.19 -0.09 0.17 -0.416
H -2.966812 -5.780912 -0.387710 0.00 0.00 -0.01 0.228
H -2.878771 -4.555716 0.891408 0.01 0.01 0.00 0.220
H -3.532605 -4.127201 -0.713562 0.00 0.00 0.01 0.227
H -3.436045 -0.545527 1.163313 0.03 -0.06 0.01 0.214
H -3.602108 1.515267 2.872557 0.00 0.00 -0.01 0.229
H -2.329783 3.107828 4.306397 0.00 0.00 0.00 0.227
H 0.147164 3.277651 3.999889 0.00 0.00 0.00 0.234
H 1.236881 1.876191 2.268192 0.00 -0.02 0.00 0.234
Cl 0.858702 -0.692991 -2.244074 -0.03 -0.01 0.25 0.070
C 2.614967 -0.685501 -2.119342 0.03 -0.04 -0.03 0.045
C 3.293078 -1.224892 -3.198514 -0.05 0.01 0.00 -0.257
C 4.674590 -1.233432 -3.192219 0.04 0.00 0.00 -0.219
C 5.351208 -0.698454 -2.106186 -0.02 0.00 0.00 -0.217
C 4.646487 -0.171142 -1.041437 -0.05 0.00 0.00 -0.037
Cl 5.554800 0.483622 0.281747 0.02 0.00 0.01 0.015
C 3.238095 -0.144755 -0.990075 0.04 -0.02 0.00 -0.250
S 2.404507 0.530980 0.382743 -0.06 0.01 0.02 -0.257
H 2.732356 -1.632962 -4.028127 0.01 0.00 0.00 0.228
H 5.221423 -1.652875 -4.025020 0.00 0.00 0.00 0.221
H 6.431579 -0.687369 -2.073271 0.00 0.00 -0.01 0.230
N 2.607988 4.842506 -3.371585 -0.01 0.02 0.01 -0.269
C 1.730505 4.345730 -2.822341 0.09 -0.01 -0.05 0.265
C 0.626377 3.725357 -2.148427 -0.13 -0.02 0.04 -0.206
C -0.596466 4.377812 -2.034211 0.05 0.00 -0.02 -0.092
C -1.622539 3.720001 -1.386984 -0.03 -0.02 -0.01 -0.257
C -1.387433 2.455224 -0.875845 -0.05 -0.07 -0.13 0.082
N -0.212829 1.827519 -0.964221 0.17 0.19 0.26 -0.451
C 0.778137 2.457724 -1.598538 -0.01 0.01 -0.04 0.118
H -0.729130 5.367131 -2.450278 0.00 0.00 0.00 0.236
H -2.598764 4.170033 -1.278744 0.00 0.00 0.00 0.233
H -2.185138 1.912972 -0.390077 0.00 0.01 0.01 0.207
H 1.728026 1.947489 -1.655788 0.01 0.00 0.03 0.248
```
Positions in Å, forces in eV/Å.